20 unconnected molecules or ions with the total composition C80H220N20O20 in a non-equilibrium geometry. Source: the Open Molecules 2025 dataset; level of theory: ωB97M-V/def2-TZVPD.

Bonds (Å) are listed after each position.
Element x y z (Å)
1 O -1.835 -1.241 -5.307  C75 1.384, C79 1.433
2 O -1.946 -7.412 2.133  C51 1.450, C86 1.432
3 O 9.505 -5.038 1.915  C85 1.400, C119 1.440
4 O 7.142 -5.737 -5.571  C92 1.437, C108 1.442
5 O -1.990 -2.366 -0.474  C64 1.445, C116 1.439
6 O 6.517 4.492 1.245  C68 1.381, C82 1.433
7 O 3.363 0.868 3.009  C46 1.464, C96 1.453
8 O 1.166 6.806 0.444  C78 1.427, C98 1.406
9 O -6.414 1.355 -6.801  C42 1.382, C101 1.384
10 O -2.383 0.456 4.420  C99 1.468, C104 1.429
11 O -6.369 -3.926 1.226  C53 1.476, C114 1.473
12 O 2.078 4.152 -4.606  C63 1.419, C66 1.422
13 O 1.840 -4.169 -4.018  C88 1.393, C90 1.394
14 O -7.076 -5.049 -4.188  C55 1.467, C107 1.426
15 O -1.032 4.855 4.217  C73 1.409, C83 1.439
16 O 4.952 1.482 -1.072  C47 1.409, C111 1.418
17 O -5.202 3.567 -1.118  C76 1.423, C94 1.375
18 O -2.968 7.248 1.611  C59 1.439, C80 1.434
19 O -0.991 1.699 -0.549  C44 1.434, C56 1.415
20 O 3.524 -3.853 0.850  C100 1.467, C120 1.416
21 N 4.015 -5.899 3.000  C52 1.484, H232 1.010, H330 1.010
22 N 3.201 3.974 3.731  C84 1.458, H185 1.010, H336 1.010
23 N -2.779 -5.906 4.671  C57 1.453, H313 1.010, H334 1.010
24 N -1.556 -5.986 -1.284  C97 1.465, H153 1.010, H204 1.010
25 N 7.689 -3.175 -3.010  C58 1.423, H189 1.010, H223 1.010
26 N -1.507 -0.299 -2.392  C65 1.438, H121 1.010, H304 1.010
27 N -1.141 9.168 1.989  C71 1.418, H236 1.010, H333 1.010
28 N -5.726 0.631 5.717  C89 1.446, H141 1.010, H273 1.010
29 N -7.702 3.143 1.499  C43 1.440, H235 1.010, H308 1.010
30 N 2.506 2.072 0.388  C87 1.447, H297 1.010, H303 1.010
31 N 1.215 1.184 -6.619  C102 1.418, H200 1.010, H291 1.010
32 N 7.131 -1.377 -0.106  C81 1.479, H187 1.010, H283 1.010
33 N 6.097 -3.295 2.022  C95 1.477, H216 1.010, H269 1.010
34 N -2.833 7.190 4.466  C54 1.460, H212 1.010, H289 1.010
35 N 1.908 4.061 6.391  C60 1.485, H138 1.010, H197 1.010
36 N 9.803 2.670 0.913  C45 1.480, H278 1.010, H340 1.010
37 N 0.948 -0.641 -4.471  C113 1.490, H186 1.010, H257 1.010
38 N -9.049 1.527 -5.333  C112 1.456, H233 1.010, H290 1.010
39 N -6.360 -2.354 -4.408  C105 1.477, H174 1.010, H254 1.010
40 N -6.749 -6.507 4.009  C109 1.430, H285 1.010, H294 1.010
41 C -4.930 2.281 4.125  C89 1.516, H169 1.090, H177 1.090, H338 1.090
42 C -5.174 0.900 -7.203  O9 1.382, H160 1.090, H277 1.090, H332 1.090
43 C -6.581 2.743 0.689  N29 1.440, C49 1.562, C76 1.573, H251 1.090
44 C -2.225 2.306 -0.143  O19 1.434, H250 1.090, H267 1.090, H314 1.090
45 C 8.740 3.483 1.543  N36 1.480, C82 1.578, C110 1.542, H196 1.090
46 C 3.893 1.609 4.155  O7 1.464, C84 1.577, H135 1.090, H178 1.090
47 C 5.920 0.478 -1.271  O16 1.409, C81 1.587, H132 1.090, H337 1.090
48 C 2.743 -3.969 3.651  C52 1.503, H143 1.090, H230 1.090, H317 1.090
49 C -6.928 1.392 -0.015  C43 1.562, H172 1.090, H179 1.090, H180 1.090
50 C -0.393 3.586 6.963  C60 1.512, H123 1.090, H146 1.090, H272 1.090
51 C -1.162 -6.441 2.872  O2 1.450, C57 1.542, H136 1.090, H323 1.090
52 C 2.701 -5.229 2.832  N21 1.484, C48 1.503, C100 1.596, H140 1.090
53 C -6.187 -2.550 1.727  O11 1.476, H164 1.090, H205 1.090, H213 1.090
54 C -4.140 7.121 3.820  N34 1.460, C59 1.576, C117 1.510, H234 1.090
55 C -7.072 -4.176 -3.009  O14 1.467, C105 1.568, H201 1.090, H238 1.090
56 C 0.010 2.072 0.379  O19 1.415, C87 1.549, H243 1.090, H316 1.090
57 C -2.016 -5.359 3.561  N23 1.453, C51 1.542, C74 1.522, H249 1.090
58 C 7.004 -4.225 -3.681  N25 1.423, C61 1.526, C92 1.513, H227 1.090
59 C -3.870 6.465 2.412  O18 1.439, C54 1.576, H129 1.090, H192 1.090
60 C 0.549 3.886 5.819  N35 1.485, C50 1.512, C83 1.548, H224 1.090
61 C 5.544 -3.782 -3.721  C58 1.526, H133 1.090, H157 1.090, H300 1.090
62 C 1.040 9.887 1.192  C71 1.523, H239 1.090, H256 1.090, H319 1.090
63 C 1.617 4.802 -3.433  O12 1.419, H139 1.090, H181 1.090, H218 1.090
64 C -2.353 -1.779 0.796  O5 1.445, H145 1.090, H246 1.090, H320 1.090
65 C -2.582 -0.054 -3.315  N26 1.438, C79 1.532, C118 1.540, H322 1.090
66 C 1.301 3.022 -4.986  O12 1.422, C102 1.513, H221 1.090, H311 1.090
67 C 1.510 -0.027 0.108  C87 1.528, H261 1.090, H310 1.090, H327 1.090
68 C 5.339 4.688 0.552  O6 1.381, H137 1.090, H194 1.090, H219 1.090
69 C -7.822 2.085 -3.340  C112 1.521, H211 1.090, H241 1.090, H306 1.090
70 C 2.666 -1.588 -3.110  C113 1.523, H170 1.090, H302 1.090, H331 1.090
71 C -0.059 8.835 1.136  N27 1.418, C62 1.523, C98 1.555, H131 1.090
72 C 6.196 0.267 1.258  C81 1.483, H122 1.090, H280 1.090, H329 1.090
73 C -0.965 3.780 3.309  O15 1.409, H190 1.090, H252 1.090, H253 1.090
74 C -1.215 -4.181 4.097  C57 1.522, H202 1.090, H259 1.090, H307 1.090
75 C -2.266 -2.081 -6.319  O1 1.384, H126 1.090, H275 1.090, H276 1.090
76 C -6.344 3.909 -0.340  O17 1.423, C43 1.573, H148 1.090, H156 1.090
77 C 6.827 -5.017 0.462  C95 1.565, H262 1.090, H270 1.090, H295 1.090
78 C 1.923 5.680 0.888  O8 1.427, H242 1.090, H288 1.090, H328 1.090
79 C -2.821 -1.230 -4.267  O1 1.433, C65 1.532, H220 1.090, H324 1.090
80 C -2.845 6.841 0.240  O18 1.434, H229 1.090, H274 1.090, H318 1.090
81 C 5.963 -0.476 -0.004  N32 1.479, C47 1.587, C72 1.483, H240 1.090
82 C 7.501 3.684 0.587  O6 1.433, C45 1.578, H244 1.090, H305 1.090
83 C 0.238 5.063 4.862  O15 1.439, C60 1.548, H165 1.090, H309 1.090
84 C 4.350 3.082 3.828  N22 1.458, C46 1.577, C93 1.479, H124 1.090
85 C 10.832 -4.696 2.202  O3 1.400, H199 1.090, H263 1.090, H281 1.090
86 C -1.264 -8.669 2.047  O2 1.432, H125 1.090, H209 1.090, H299 1.090
87 C 1.321 1.463 -0.177  N30 1.447, C56 1.549, C67 1.528, H210 1.090
88 C 0.941 -3.105 -4.029  O13 1.393, C113 1.513, H149 1.090, H215 1.090
89 C -4.695 0.917 4.744  N28 1.446, C41 1.516, C99 1.524, H150 1.090
90 C 1.433 -5.334 -3.368  O13 1.394, H158 1.090, H159 1.090, H287 1.090
91 C -5.380 -6.925 2.021  C109 1.551, H184 1.090, H193 1.090, H265 1.090
92 C 7.582 -4.469 -5.057  O4 1.437, C58 1.513, H134 1.090, H173 1.090
93 C 5.240 3.591 4.895  C84 1.479, H128 1.090, H152 1.090, H167 1.090
94 C -5.132 4.373 -2.229  O17 1.375, H147 1.090, H198 1.090, H266 1.090
95 C 7.044 -4.421 1.892  N33 1.477, C77 1.565, C119 1.608, H217 1.090
96 C 3.033 -0.513 3.318  O7 1.453, H195 1.090, H225 1.090, H326 1.090
97 C -2.208 -4.676 -1.203  N24 1.465, C115 1.521, C116 1.534, H293 1.090
98 C 0.415 7.394 1.477  O8 1.406, C71 1.555, H206 1.090, H248 1.090
99 C -3.382 0.659 5.475  O10 1.468, C89 1.524, H154 1.090, H321 1.090
100 C 2.609 -4.921 1.269  O20 1.467, C52 1.596, H284 1.090, H298 1.090
101 C -6.606 1.266 -5.433  O9 1.384, C112 1.551, H168 1.090, H188 1.090
102 C 1.901 2.353 -6.202  N31 1.418, C66 1.513, C106 1.516, H162 1.090
103 C -6.148 -1.857 -2.103  C105 1.490, H144 1.090, H231 1.090, H312 1.090
104 C -1.097 -0.037 4.800  O10 1.429, H151 1.090, H155 1.090, H226 1.090
105 C -6.079 -2.966 -3.095  N39 1.477, C55 1.568, C103 1.490, H222 1.090
106 C 2.050 3.217 -7.438  C102 1.516, H245 1.090, H258 1.090, H286 1.090
107 C -7.987 -6.141 -4.068  O14 1.426, H228 1.090, H268 1.090, H271 1.090
108 C 7.405 -5.970 -6.970  O4 1.442, H208 1.090, H292 1.090, H335 1.090
109 C -6.053 -5.869 2.935  N40 1.430, C91 1.551, C114 1.572, H175 1.090
110 C 9.402 4.809 1.970  C45 1.542, H142 1.090, H247 1.090, H260 1.090
111 C 4.405 1.925 -2.303  O16 1.418, H203 1.090, H207 1.090, H315 1.090
112 C -7.790 2.086 -4.860  N38 1.456, C69 1.521, C101 1.551, H237 1.090
113 C 1.772 -1.872 -4.311  N37 1.490, C70 1.523, C88 1.513, H191 1.090
114 C -6.994 -4.871 2.167  O11 1.473, C109 1.572, H282 1.090, H301 1.090
115 C -3.617 -4.878 -0.666  C97 1.521, H130 1.090, H161 1.090, H279 1.090
116 C -1.334 -3.647 -0.477  O5 1.439, C97 1.534, H171 1.090, H264 1.090
117 C -4.832 8.454 3.661  C54 1.510, H127 1.090, H166 1.090, H214 1.090
118 C -2.372 1.320 -3.979  C65 1.540, H176 1.090, H255 1.090, H325 1.090
119 C 8.561 -3.991 2.208  O3 1.440, C95 1.608, H182 1.090, H183 1.090
120 C 3.377 -3.390 -0.480  O20 1.416, H163 1.090, H296 1.090, H339 1.090
121 H -1.254 0.560 -1.925  N26 1.010
122 H 5.580 1.163 1.327  C72 1.090
123 H -0.177 2.636 7.451  C50 1.090
124 H 4.846 2.971 2.863  C84 1.090
125 H -1.251 -9.037 3.073  C86 1.090
126 H -1.718 -2.028 -7.260  C75 1.090
127 H -5.261 8.789 4.606  C117 1.090
128 H 4.844 3.597 5.911  C93 1.090
129 H -4.828 6.420 1.894  C59 1.090
130 H -4.100 -5.740 -1.128  C115 1.090
131 H -0.413 8.816 0.105  C71 1.090
132 H 5.738 -0.196 -2.108  C47 1.090
133 H 4.869 -4.505 -4.177  C61 1.090
134 H 7.582 -3.709 -5.839  C92 1.090
135 H 4.789 1.117 4.533  C46 1.090
136 H -0.507 -5.944 2.156  C51 1.090
137 H 5.439 5.159 -0.426  C68 1.090
138 H 2.184 3.282 6.971  N35 1.010
139 H 0.610 5.197 -3.570  C63 1.090
140 H 1.937 -5.935 3.157  C52 1.090
141 H -6.483 0.231 5.180  N28 1.010
142 H 10.153 4.815 2.760  C110 1.090
143 H 1.877 -3.344 3.431  C48 1.090
144 H -7.019 -1.207 -2.190  C103 1.090
145 H -2.586 -0.716 0.734  C64 1.090
146 H -1.447 3.558 6.684  C50 1.090
147 H -5.802 4.035 -3.020  C94 1.090
148 H -7.261 4.066 -0.908  C76 1.090
149 H 0.491 -2.952 -3.048  C88 1.090
150 H -4.757 0.191 3.934  C89 1.090
151 H -1.269 -1.088 5.033  C104 1.090
152 H 5.457 4.624 4.622  C93 1.090
153 H -1.470 -6.536 -0.441  N24 1.010
154 H -3.057 1.534 6.039  C99 1.090
155 H -0.610 0.426 5.658  C104 1.090
156 H -6.181 4.841 0.202  C76 1.090
157 H 5.479 -2.823 -4.235  C61 1.090
158 H 0.725 -5.899 -3.975  C90 1.090
159 H 1.041 -5.088 -2.382  C90 1.090
160 H -4.361 1.571 -6.928  C42 1.090
161 H -3.609 -4.923 0.423  C115 1.090
162 H 2.932 2.117 -5.941  C102 1.090
163 H 2.385 -3.015 -0.731  C120 1.090
164 H -5.746 -2.613 2.722  C53 1.090
165 H 0.205 6.019 5.384  C83 1.090
166 H -4.233 9.304 3.336  C117 1.090
167 H 6.188 3.055 4.940  C93 1.090
168 H -5.670 1.447 -4.903  C101 1.090
169 H -4.162 2.443 3.368  C41 1.090
170 H 1.987 -1.559 -2.258  C70 1.090
171 H -0.339 -3.679 -0.921  C116 1.090
172 H -6.776 0.510 0.607  C49 1.090
173 H 8.657 -4.587 -4.924  C92 1.090
174 H -7.304 -1.996 -4.456  N39 1.010
175 H -5.300 -5.251 3.424  C109 1.090
176 H -3.202 1.397 -4.681  C118 1.090
177 H -5.879 2.475 3.625  C41 1.090
178 H 3.250 1.618 5.036  C46 1.090
179 H -6.216 1.201 -0.817  C49 1.090
180 H -7.893 1.314 -0.516  C49 1.090
181 H 2.231 5.684 -3.253  C63 1.090
182 H 8.636 -3.605 3.225  C119 1.090
183 H 8.792 -3.114 1.603  C119 1.090
184 H -6.019 -7.620 1.477  C91 1.090
185 H 2.703 3.665 2.909  N22 1.010
186 H 0.052 -0.802 -4.909  N37 1.010
187 H 7.150 -1.947 -0.940  N32 1.010
188 H -6.689 0.229 -5.107  C101 1.090
189 H 7.531 -2.432 -3.677  N25 1.010
190 H -0.965 2.818 3.822  C73 1.090
191 H 2.370 -2.088 -5.196  C113 1.090
192 H -3.452 5.478 2.609  C59 1.090
193 H -4.731 -6.471 1.272  C91 1.090
194 H 4.720 5.313 1.195  C68 1.090
195 H 2.159 -0.579 3.965  C96 1.090
196 H 8.374 2.950 2.421  C45 1.090
197 H 2.539 4.058 5.602  N35 1.010
198 H -4.154 4.187 -2.673  C94 1.090
199 H 10.933 -4.282 3.206  C85 1.090
200 H 1.367 0.503 -5.889  N31 1.010
201 H -6.728 -4.700 -2.117  C55 1.090
202 H -1.929 -3.386 4.315  C74 1.090
203 H 3.472 2.449 -2.099  C111 1.090
204 H -2.048 -6.573 -1.942  N24 1.010
205 H -7.108 -1.975 1.822  C53 1.090
206 H 1.069 7.481 2.345  C98 1.090
207 H 4.266 1.244 -3.143  C111 1.090
208 H 8.484 -6.049 -7.107  C108 1.090
209 H -1.796 -9.459 1.517  C86 1.090
210 H 1.336 1.615 -1.256  C87 1.090
211 H -8.222 1.162 -2.920  C69 1.090
212 H -2.476 6.268 4.674  N34 1.010
213 H -5.542 -1.943 1.093  C53 1.090
214 H -5.709 8.301 3.031  C117 1.090
215 H 0.134 -3.138 -4.761  C88 1.090
216 H 5.173 -3.465 1.652  N33 1.010
217 H 6.758 -5.172 2.628  C95 1.090
218 H 1.542 4.204 -2.524  C63 1.090
219 H 4.845 3.726 0.416  C68 1.090
220 H -3.829 -1.102 -4.660  C79 1.090
221 H 0.250 3.274 -5.129  C66 1.090
222 H -5.074 -3.388 -3.067  C105 1.090
223 H 8.657 -3.455 -3.087  N25 1.010
224 H 0.588 3.006 5.178  C60 1.090
225 H 3.834 -0.981 3.890  C96 1.090
226 H -0.298 -0.016 4.059  C104 1.090
227 H 7.136 -5.204 -3.220  C58 1.090
228 H -7.894 -6.863 -4.879  C107 1.090
229 H -2.357 5.869 0.169  C80 1.090
230 H 2.760 -4.050 4.738  C48 1.090
231 H -5.235 -1.276 -2.226  C103 1.090
232 H 4.611 -5.134 2.716  N21 1.010
233 H -8.914 1.517 -6.334  N38 1.010
234 H -4.793 6.449 4.376  C54 1.090
235 H -8.515 2.624 1.200  N29 1.010
236 H -1.776 8.422 1.744  N27 1.010
237 H -7.639 3.104 -5.219  C112 1.090
238 H -8.073 -3.829 -2.752  C55 1.090
239 H 1.447 9.956 2.200  C62 1.090
240 H 5.046 -1.065 0.019  C81 1.090
241 H -6.797 2.174 -2.978  C69 1.090
242 H 1.332 5.013 1.515  C78 1.090
243 H -0.182 1.602 1.343  C56 1.090
244 H 7.873 4.245 -0.271  C82 1.090
245 H 2.399 2.716 -8.341  C106 1.090
246 H -1.551 -1.732 1.532  C64 1.090
247 H 8.589 5.396 2.396  C110 1.090
248 H -0.364 6.746 1.879  C98 1.090
249 H -2.755 -5.000 2.845  C57 1.090
250 H -2.099 3.382 -0.271  C44 1.090
251 H -5.791 2.660 1.435  C43 1.090
252 H -0.059 3.819 2.705  C73 1.090
253 H -1.835 3.818 2.653  C73 1.090
254 H -6.491 -3.131 -5.040  N39 1.010
255 H -2.302 2.240 -3.397  C118 1.090
256 H 0.613 10.879 1.041  C62 1.090
257 H 0.591 -0.361 -3.569  N37 1.010
258 H 1.079 3.608 -7.742  C106 1.090
259 H -0.572 -4.426 4.942  C74 1.090
260 H 9.912 5.286 1.132  C110 1.090
261 H 2.435 -0.434 -0.301  C67 1.090
262 H 7.069 -4.379 -0.388  C77 1.090
263 H 11.335 -5.663 2.172  C85 1.090
264 H -1.161 -3.993 0.542  C116 1.090
265 H -4.816 -7.615 2.649  C91 1.090
266 H -5.274 5.441 -2.064  C94 1.090
267 H -3.001 1.975 -0.833  C44 1.090
268 H -9.018 -5.789 -4.062  C107 1.090
269 H 6.481 -2.571 1.431  N33 1.010
270 H 7.418 -5.918 0.299  C77 1.090
271 H -7.787 -6.605 -3.102  C107 1.090
272 H -0.311 4.334 7.751  C50 1.090
273 H -5.597 -0.155 6.337  N28 1.010
274 H -3.798 6.688 -0.266  C80 1.090
275 H -3.294 -1.810 -6.559  C75 1.090
276 H -2.136 -3.064 -5.866  C75 1.090
277 H -4.803 -0.082 -6.907  C42 1.090
278 H 10.381 3.248 0.320  N36 1.010
279 H -4.192 -4.021 -1.014  C115 1.090
280 H 7.199 0.685 1.353  C72 1.090
281 H 11.281 -4.080 1.423  C85 1.090
282 H -7.728 -5.292 1.480  C114 1.090
283 H 7.874 -0.730 -0.329  N32 1.010
284 H 1.621 -4.504 1.075  C100 1.090
285 H -7.216 -5.782 4.535  N40 1.010
286 H 2.635 4.131 -7.329  C106 1.090
287 H 2.345 -5.887 -3.143  C90 1.090
288 H 2.122 5.021 0.042  C78 1.090
289 H -2.164 7.531 3.791  N34 1.010
290 H -9.767 2.208 -5.134  N38 1.010
291 H 1.751 0.753 -7.358  N31 1.010
292 H 7.053 -6.942 -7.314  C108 1.090
293 H -2.363 -4.355 -2.233  C97 1.090
294 H -7.502 -6.992 3.541  N40 1.010
295 H 5.817 -5.426 0.436  C77 1.090
296 H 3.552 -4.221 -1.163  C120 1.090
297 H 3.318 1.740 -0.113  N30 1.010
298 H 2.737 -5.842 0.700  C100 1.090
299 H -0.265 -8.634 1.613  C86 1.090
300 H 5.225 -3.710 -2.681  C61 1.090
301 H -7.559 -4.276 2.885  C114 1.090
302 H 3.341 -2.431 -2.961  C70 1.090
303 H 2.563 1.617 1.288  N30 1.010
304 H -1.717 -0.984 -1.680  N26 1.010
305 H 6.958 2.872 0.103  C82 1.090
306 H -8.423 2.894 -2.926  C69 1.090
307 H -0.580 -3.852 3.275  C74 1.090
308 H -7.452 2.774 2.405  N29 1.010
309 H 1.038 5.327 4.171  C83 1.090
310 H 0.663 -0.582 -0.295  C67 1.090
311 H 1.251 2.253 -4.216  C66 1.090
312 H -6.057 -2.250 -1.090  C103 1.090
313 H -2.172 -6.260 5.395  N23 1.010
314 H -2.550 2.039 0.862  C44 1.090
315 H 5.056 2.766 -2.542  C111 1.090
316 H 0.000 3.154 0.510  C56 1.090
317 H 3.598 -3.337 3.411  C48 1.090
318 H -2.311 7.505 -0.441  C80 1.090
319 H 1.924 9.781 0.562  C62 1.090
320 H -3.230 -2.320 1.151  C64 1.090
321 H -3.433 -0.244 6.083  C99 1.090
322 H -3.453 -0.041 -2.660  C65 1.090
323 H -0.466 -6.978 3.516  C51 1.090
324 H -2.795 -2.212 -3.794  C79 1.090
325 H -1.404 1.189 -4.463  C118 1.090
326 H 2.982 -1.132 2.423  C96 1.090
327 H 1.573 -0.207 1.181  C67 1.090
328 H 2.735 5.937 1.567  C78 1.090
329 H 6.025 -0.476 2.037  C72 1.090
330 H 4.223 -6.535 2.243  N21 1.010
331 H 3.266 -0.680 -3.056  C70 1.090
332 H -5.017 0.953 -8.281  C42 1.090
333 H -1.616 9.959 1.577  N27 1.010
334 H -3.163 -6.725 4.222  N23 1.010
335 H 6.955 -5.191 -7.585  C108 1.090
336 H 3.703 4.807 3.456  N22 1.010
337 H 6.890 0.954 -1.413  C47 1.090
338 H -4.894 3.081 4.864  C41 1.090
339 H 4.014 -2.528 -0.682  C120 1.090
340 H 9.401 1.899 0.398  N36 1.010

The value obtained for the molecular weight is 1782.76 Da. For the lowest unoccupied orbital energy, the calculation gives 0.2449 eV. The net charge is 0. For the gap between HOMO and LUMO, the calculation gives 8.521 eV. The value obtained for the highest occupied orbital energy is -8.3 eV. For the energy above the lowest of the compared OMol25 structures with the same formula, charge and spin, the calculation gives 6.6335 eV.